Entry 1:
The following is a DFT calculation (the ωB97M-V functional and the def2-TZVPD basis) of a molecular structure, C18H48KN4O9S at a distorted geometry.

Last column: Mulliken charge in e.
Cartesian coordinates (Å):
K (-0.6258, -1.1678, 0.6629)  0.774
S (-1.3280, 0.1502, -2.2067)  0.480
O (-1.4638, 0.1696, -3.6575)  -0.766
O (-1.6855, -1.2074, -1.6708)  -0.574
O (0.0956, 0.4251, -1.7551)  -0.671
O (-2.2118, 1.0910, -1.5125)  -0.954
C (-0.5505, 4.1187, -1.0711)  -1.347
C (0.8693, 3.8061, -0.8201)  0.754
C (1.6139, 4.9394, -0.1780)  -0.859
O (3.0408, 4.5514, -0.1980)  -0.246
C (3.8666, 5.4752, 0.4726)  -0.862
N (1.0324, 2.5525, -0.0558)  -0.406
H (-1.0120, 4.5757, -0.2194)  0.314
H (-1.0722, 3.1842, -1.4329)  0.260
H (-0.6440, 4.8787, -1.9398)  0.389
H (1.3790, 3.5788, -1.7898)  0.225
H (1.3232, 5.0866, 0.8406)  0.386
H (1.5036, 5.8348, -0.8089)  0.368
H (4.8046, 4.9669, 0.5198)  0.226
H (3.5842, 5.7286, 1.4734)  0.369
H (4.0398, 6.3254, -0.1848)  0.316
H (2.0217, 2.3425, -0.0570)  0.025
H (0.6080, 1.8528, -0.7138)  0.150
C (2.9818, -0.6238, -1.2111)  -0.389
C (3.5224, -0.5212, 0.2172)  -0.164
C (4.6131, 0.5216, 0.2430)  -0.635
O (5.0969, 0.7464, 1.5763)  -0.344
C (5.8193, 1.9519, 1.6217)  -0.671
N (2.4156, -0.3277, 1.1573)  -0.236
H (2.3373, -1.5511, -1.2909)  -0.353
H (3.7921, -0.6669, -1.9429)  0.543
H (2.1894, 0.0948, -1.3773)  0.019
H (3.9256, -1.4624, 0.4849)  0.587
H (4.1672, 1.4729, -0.1548)  0.185
H (5.4051, 0.2927, -0.4489)  0.454
H (6.3757, 2.0091, 2.5889)  0.295
H (5.1383, 2.8080, 1.4794)  0.145
H (6.6285, 2.0762, 0.9307)  0.348
H (2.7512, -0.5299, 2.0748)  0.261
H (2.0489, 0.6154, 1.1127)  0.160
C (-2.1433, -5.1683, -2.6078)  -1.386
C (-1.0118, -4.7259, -1.6309)  0.205
C (-0.0786, -3.7945, -2.3307)  -0.366
O (0.6016, -4.4906, -3.2862)  -0.427
C (1.5349, -3.6431, -3.9193)  -0.294
N (-1.5659, -3.8375, -0.5513)  -0.341
H (-1.7579, -5.9709, -3.2992)  0.292
H (-2.3944, -4.3221, -3.1871)  0.372
H (-2.9717, -5.6031, -2.1245)  0.448
H (-0.4274, -5.5204, -1.1353)  0.328
H (0.6224, -3.4728, -1.6147)  0.169
H (-0.6341, -2.9007, -2.7096)  0.339
H (2.0145, -3.0110, -3.1727)  -0.053
H (0.9073, -3.0015, -4.5926)  0.283
H (2.2460, -4.1875, -4.4913)  0.309
H (-2.4125, -4.2817, -0.2128)  0.159
H (-1.9850, -3.0794, -1.0670)  0.172
C (-1.0978, -0.8500, 4.5155)  -1.077
O (-1.2699, -0.3027, 3.2680)  -0.019
C (-2.2279, 0.7411, 3.4064)  -0.775
C (-2.5385, 1.4027, 2.0554)  -0.525
N (-3.0071, 0.4217, 1.0369)  0.846
C (-4.3986, 0.2424, 0.9398)  -0.700
C (-4.8835, -0.8150, 0.0541)  -0.795
O (-4.4629, -2.2051, 0.3773)  -0.276
C (-4.7418, -2.7100, 1.6552)  -0.755
H (-0.2052, -1.5214, 4.5686)  0.247
H (-1.9292, -1.3777, 4.9776)  0.343
H (-0.7925, -0.0414, 5.1461)  0.406
H (-1.8677, 1.5010, 4.1171)  0.428
H (-3.1075, 0.2928, 3.8411)  0.418
H (-1.6138, 1.8633, 1.6653)  0.066
H (-3.2048, 2.2514, 2.1984)  0.381
H (-2.6725, 0.6340, 0.0836)  -0.254
H (-4.9176, 1.0870, 0.3860)  0.243
H (-4.9478, 0.2468, 1.8965)  0.484
H (-4.5930, -0.6071, -1.0125)  0.305
H (-5.9541, -0.8491, 0.1041)  0.432
H (-5.5686, -2.0908, 2.0391)  0.419
H (-3.9189, -2.6932, 2.3369)  0.146
H (-5.0205, -3.7748, 1.5182)  0.242

Atomic forces in eV per Å
0.13 -0.02 -0.29
1.02 -1.59 0.00
0.14 0.36 0.18
0.04 0.01 -0.19
-0.69 -0.05 -0.27
-0.75 1.43 0.24
-1.19 0.23 -2.66
1.81 -1.07 -0.60
1.90 -0.63 -1.32
-1.54 0.44 0.63
0.31 -0.73 -1.58
-0.92 -0.11 -0.35
-0.57 -0.02 0.65
0.20 0.99 0.67
0.20 -1.06 1.30
-0.36 0.72 0.24
-0.36 0.27 0.76
-0.06 0.07 0.39
0.92 -0.25 0.27
-0.60 0.33 0.60
-0.19 0.63 0.29
0.22 0.09 0.00
0.23 -0.01 0.80
-1.04 -1.56 0.62
-0.71 0.25 -0.66
-1.11 1.42 0.59
0.40 -0.09 -0.97
0.02 0.49 1.61
-0.05 -0.10 -0.69
1.01 0.61 0.03
-0.31 0.23 -0.13
0.32 0.74 -0.47
0.75 -1.10 0.30
0.22 -0.40 0.38
0.66 -0.40 -0.17
-0.93 0.01 -0.33
0.19 -0.13 0.25
0.37 -0.44 -1.16
0.09 0.26 0.71
-0.06 0.14 0.15
2.85 -1.71 -0.17
-1.34 0.80 0.75
-1.25 0.31 -0.09
1.40 -1.32 -1.54
-1.97 1.13 -0.31
-0.37 -1.12 -0.19
-0.24 0.83 0.46
-0.61 0.94 -0.63
-1.16 -0.27 0.82
-0.45 -0.07 -0.45
0.99 0.93 1.25
0.38 -0.52 0.09
0.28 0.13 -0.06
0.95 -0.04 0.29
0.53 -0.68 -0.37
0.03 -0.30 0.45
0.06 1.02 -0.14
2.22 -0.93 1.08
-0.57 0.23 -0.86
-0.14 0.50 -1.01
0.67 -0.95 -1.00
1.09 0.30 1.14
-1.88 2.07 0.15
0.75 -2.86 -0.90
0.76 0.87 -1.12
-1.37 0.34 -1.08
-0.74 0.19 -0.59
-0.52 0.00 -0.33
-0.03 0.58 1.12
0.12 -0.08 -0.10
-0.70 -0.11 0.15
-0.14 -0.30 0.10
-0.46 0.07 0.18
0.33 0.31 0.04
0.45 0.14 0.59
0.55 -0.32 0.13
0.11 -0.61 1.09
-0.90 0.24 -0.02
-0.05 -0.63 0.54
0.84 0.35 0.49
-0.18 0.54 0.23

The calculation puts the LUMO energy at 1.972 eV. The calculation puts the HOMO energy at -4.76 eV. The charge is -1. As for the total energy: -70992.8642 eV. As for the spin multiplicity: 1.

---

Entry 2:
The following is a DFT calculation (the ωB97M-V functional and the def2-TZVPD basis) of a molecular structure, C18H48LiO18S6 at a distorted geometry.

Last column: Mulliken charge in e.
Cartesian coordinates (Å):
Li (-0.3488, 0.2502, -0.1146)  0.376
O (-1.5176, -2.6023, 2.8194)  -0.684
S (-1.0309, -1.2358, 2.9039)  1.170
O (-1.0221, -0.3402, 1.7298)  0.344
O (-1.7441, -0.4546, 4.1391)  -0.474
C (-1.3809, 0.8882, 4.2979)  0.607
C (-2.5865, 1.7850, 4.1445)  -1.151
C (0.6497, -1.3125, 3.6268)  -0.950
H (-0.5999, 1.3059, 3.6626)  -0.640
H (-0.8737, 1.0655, 5.2463)  0.483
H (-3.0964, 1.8675, 3.1847)  -0.023
H (-2.2057, 2.7513, 4.4753)  0.459
H (-3.3602, 1.3707, 4.7909)  0.403
H (0.5911, -2.2115, 4.2404)  0.505
H (1.1589, -0.4025, 3.9442)  0.344
H (1.3445, -1.5929, 2.8352)  0.074
O (2.7199, 1.1348, 3.0407)  -0.739
S (2.6307, 0.9806, 1.5701)  0.891
O (1.3226, 0.6041, 1.0211)  0.113
O (3.0228, 2.4508, 0.8357)  -0.447
C (2.9634, 2.5201, -0.6092)  0.839
C (3.4069, 3.9084, -0.9051)  -1.558
C (4.0700, 0.0369, 0.9480)  -1.047
H (1.9090, 2.3909, -0.8533)  -0.241
H (3.5882, 1.8624, -1.2136)  0.175
H (2.9960, 4.7056, -0.2856)  0.326
H (3.0855, 4.1713, -1.9129)  0.385
H (4.4606, 4.0774, -1.1272)  0.416
H (4.2538, -0.8539, 1.5486)  0.435
H (4.9803, 0.6081, 1.1301)  0.452
H (3.9960, -0.2223, -0.1082)  0.122
O (-0.6726, 2.2734, 0.2459)  0.039
S (-0.8764, 3.6767, 0.6694)  0.990
O (-0.7186, 4.7982, -0.3071)  -0.708
O (-2.3075, 3.7202, 1.4821)  -0.413
C (-3.3203, 2.9026, 0.9590)  0.063
C (-3.6709, 3.3890, -0.4056)  -1.252
C (0.1303, 4.0230, 2.0794)  -0.501
H (-4.2375, 3.0517, 1.5287)  0.663
H (-3.1082, 1.8339, 0.9256)  -0.237
H (-3.9284, 4.4482, -0.4089)  0.359
H (-4.5079, 2.8318, -0.8263)  0.425
H (-2.8400, 3.2938, -1.1046)  0.193
H (-0.2289, 4.8943, 2.6271)  0.474
H (1.1592, 4.1218, 1.7333)  0.211
H (0.0032, 3.2262, 2.8122)  -0.153
O (-4.1460, 0.5334, -2.5327)  -0.646
S (-3.2934, -0.3906, -1.7236)  0.854
O (-2.1856, 0.1747, -0.9630)  -0.522
O (-4.2423, -1.4004, -0.7986)  -0.442
C (-3.5764, -1.9517, 0.3380)  0.971
C (-4.6010, -2.9345, 0.9810)  -1.455
C (-2.6848, -1.6959, -2.9565)  -0.626
H (-3.3726, -1.0774, 0.9563)  -0.299
H (-2.7545, -2.5581, -0.0427)  0.038
H (-5.6041, -2.5193, 0.8836)  0.381
H (-4.3473, -3.0164, 2.0379)  0.341
H (-4.5356, -3.8296, 0.3624)  0.375
H (-2.0059, -1.2821, -3.7021)  0.271
H (-3.5948, -2.1260, -3.3750)  0.443
H (-2.0943, -2.4144, -2.3880)  -0.059
O (-0.9368, 0.7246, -4.0284)  -0.763
S (0.3957, 0.8175, -3.3725)  1.201
O (0.5198, 0.8439, -1.8819)  -0.029
O (1.2559, -0.5068, -3.9606)  -0.376
C (2.5856, -0.7017, -3.5912)  0.824
C (3.5079, -0.6177, -4.8099)  -1.387
C (1.2322, 2.2372, -4.1123)  -1.037
H (2.7057, -1.6313, -3.0349)  0.157
H (2.9262, 0.0573, -2.8869)  -0.522
H (4.4482, -0.4326, -4.2906)  0.384
H (3.2485, 0.3015, -5.3351)  0.298
H (3.4448, -1.5370, -5.3922)  0.372
H (2.2531, 2.1485, -3.7409)  0.195
H (0.6391, 3.0964, -3.7991)  0.446
H (1.2587, 2.0707, -5.1892)  0.428
O (0.0518, -1.6074, -0.4510)  0.081
S (1.0995, -2.5777, -0.4894)  0.742
O (2.5225, -2.1762, -0.3961)  -0.707
O (0.7988, -3.6425, 0.6809)  -0.004
C (1.5223, -4.8251, 0.7128)  -0.277
C (1.5196, -5.3691, 2.1071)  -1.425
C (0.9322, -3.7091, -1.9603)  -1.374
H (2.5494, -4.6027, 0.4235)  0.471
H (1.1285, -5.6285, 0.0902)  0.248
H (2.1474, -6.2416, 2.2881)  0.408
H (0.4814, -5.5765, 2.3664)  0.340
H (1.8532, -4.5885, 2.7908)  0.270
H (1.0952, -3.1435, -2.8777)  0.390
H (-0.0601, -4.1599, -1.9655)  0.425
H (1.6533, -4.5261, -1.9863)  0.480

Atomic forces in eV per Å
-0.24 0.43 0.14
0.09 2.15 0.14
1.65 0.99 -0.20
-0.78 -1.68 2.17
0.20 -2.03 -1.44
0.34 2.26 -0.28
-0.24 -0.32 0.82
0.00 -1.00 -1.57
0.10 -0.92 -0.96
-0.63 -0.56 0.61
0.80 -0.20 -0.21
-0.68 0.29 0.05
-0.03 0.50 0.46
0.12 0.59 0.68
-0.94 0.10 0.74
-0.35 -0.33 -0.57
0.04 -0.11 -3.36
-0.19 1.64 0.22
2.66 -0.03 0.72
0.17 -2.49 1.73
-0.94 0.97 0.31
0.22 1.51 -1.84
0.10 -0.20 0.56
0.14 -0.17 -0.26
0.11 -0.69 0.68
0.11 -0.33 0.27
-0.77 -0.10 -0.24
0.39 -0.39 1.12
-0.71 -0.16 -0.06
-0.37 0.62 -0.03
-0.39 0.09 0.25
-0.32 2.77 0.43
-0.20 0.49 -1.11
-0.58 -3.11 2.35
2.20 0.33 -0.11
-1.89 -0.24 -1.23
-0.20 0.20 -1.34
-0.11 -0.11 0.48
0.41 0.06 0.73
0.57 0.06 0.30
-0.10 0.01 0.23
0.01 -0.06 0.03
0.02 -0.22 -0.06
0.04 0.35 -0.62
-0.09 0.00 0.14
0.25 -0.36 -0.42
1.84 -2.47 2.80
-1.24 0.20 -3.44
-1.38 -0.75 -0.26
0.65 2.14 -2.09
-1.33 -0.62 0.63
0.77 1.27 -0.79
-0.05 0.80 1.34
0.71 -0.61 0.29
0.61 0.50 0.57
0.03 0.02 0.09
-0.02 -0.62 -0.17
-0.21 -0.34 0.67
-0.47 0.47 0.11
0.18 0.06 0.05
-0.30 -0.15 0.19
3.35 -0.07 1.88
-2.12 -1.16 0.09
0.10 -0.05 -3.69
-2.77 1.65 0.45
1.53 0.33 0.25
-0.56 0.19 1.56
0.10 -1.44 0.49
-0.18 -0.17 -0.19
-0.26 0.26 0.22
0.61 -0.44 -0.81
0.09 -0.30 -0.44
0.34 0.39 -0.22
-0.02 0.68 0.18
0.38 0.07 -0.02
-0.36 0.10 0.10
0.32 -0.80 -0.15
2.83 -2.04 -0.70
-2.84 -0.49 -0.19
-1.53 2.35 -0.66
2.17 -1.89 0.13
-0.55 0.69 1.03
-0.13 0.68 0.21
0.12 -0.14 -0.24
-0.31 0.44 -0.56
-0.12 -0.01 -0.45
0.05 -0.28 0.22
0.09 0.01 0.11
-0.22 0.30 0.19
-0.09 0.30 0.16
0.21 0.30 0.60

The calculation puts the LUMO energy at -2.087 eV. The calculation puts the HOMO energy at -13.08 eV. The charge is +1. As for the total energy: -121507.8399 eV. The calculation puts the energy relative to the best compared isomer or geometry (same formula, charge and spin) at 1.177 eV. As for the spin multiplicity: 1.